{"formula": "C42H40GeMgN4O5S2", "method": "the ωB97M-V functional and the def2-TZVPD basis", "species": ["Mg", "Ge", "C", "C", "C", "C", "C", "C", "C", "C", "C", "C", "C", "C", "H", "H", "H", "H", "H", "H", "H", "H", "H", "H", "H", "N", "C", "C", "C", "C", "C", "C", "S", "O", "O", "O", "H", "H", "H", "H", "H", "H", "C", "C", "C", "C", "N", "C", "C", "H", "H", "H", "H", "H", "H", "H", "N", "C", "O", "C", "C", "C", "N", "C", "C", "H", "H", "H", "H", "H", "H", "O", "S", "C", "C", "C", "C", "C", "C", "C", "C", "C", "C", "C", "C", "H", "H", "H", "H", "H", "H", "H", "H", "H", "H"], "coordinates": [[-1.4757, -0.9585, -1.4285], [1.3878, 1.1965, 3.2074], [3.1203, 1.9560, 3.1228], [4.0842, 1.1371, 2.5225], [5.4071, 1.5459, 2.4668], [5.7686, 2.7714, 3.0075], [4.8151, 3.5885, 3.6047], [3.4916, 3.1903, 3.6653], [-0.0538, 1.3091, 4.4309], [-1.0016, 0.2835, 4.3685], [-2.0806, 0.2822, 5.2387], [-2.2072, 1.2981, 6.1761], [-1.2592, 2.3125, 6.2517], [-0.1843, 2.3258, 5.3802], [1.3690, -0.1572, 2.4810], [3.8056, 0.1737, 2.1079], [6.1549, 0.9107, 2.0116], [6.8003, 3.0943, 2.9649], [5.1067, 4.5431, 4.0210], [2.7513, 3.8422, 4.1040], [-0.8923, -0.5199, 3.6478], [-2.8138, -0.5120, 5.1964], [-3.0460, 1.2970, 6.8596], [-1.3608, 3.0941, 6.9923], [0.5387, 3.1278, 5.4268], [-2.5567, -0.8448, -3.3504], [-2.4480, 0.5684, -3.0648], [-3.4626, 1.2125, -2.3660], [-3.2371, 2.4854, -1.8537], [-2.0031, 3.0978, -2.0167], [-1.0172, 2.4756, -2.7715], [-1.2309, 1.2080, -3.2932], [-1.6280, 4.6701, -1.2266], [-1.7978, 5.6574, -2.2500], [-0.2650, 4.4668, -0.7467], [-2.5935, 4.7257, -0.1202], [-3.5210, -1.1343, -3.4733], [-2.0376, -1.1070, -4.1838], [-4.4245, 0.7281, -2.2296], [-4.0076, 3.0025, -1.2957], [-0.0735, 2.9838, -2.9260], [-0.4701, 0.7245, -3.8987], [-4.1444, -5.7317, 1.8647], [-3.5436, -4.6138, 1.0731], [-2.1759, -4.5599, 0.8101], [-1.6548, -3.5056, 0.0913], [-2.4120, -2.5029, -0.3832], [-3.7300, -2.5505, -0.1327], [-4.3240, -3.5692, 0.5789], [-3.5880, -6.6571, 1.7278], [-5.1841, -5.8985, 1.5903], [-4.1179, -5.4844, 2.9283], [-1.5171, -5.3440, 1.1585], [-0.5945, -3.4515, -0.1287], [-4.3306, -1.7383, -0.5282], [-5.3934, -3.5543, 0.7409], [-1.1551, 5.0370, 2.2698], [-0.3315, 4.0030, 2.3218], [0.6698, 3.8779, 3.0295], [-0.6789, 2.8118, 1.4839], [0.3721, 2.1668, 0.8325], [0.0918, 1.0260, 0.1074], [-1.1313, 0.4904, 0.0494], [-2.1221, 1.0990, 0.7224], [-1.9477, 2.2611, 1.4408], [-0.8972, 5.8707, 2.7762], [-1.7928, 5.1125, 1.4673], [1.3458, 2.6373, 0.7740], [0.8712, 0.5258, -0.4536], [-3.0987, 0.6335, 0.6665], [-2.7817, 2.7304, 1.9417], [0.2921, -1.6053, -1.8905], [1.4994, -1.0754, -2.6848], [2.8656, -2.0687, -2.1785], [2.8660, -3.4521, -2.3272], [3.9649, -4.1647, -1.8857], [5.0479, -3.4975, -1.3178], [5.0388, -2.1180, -1.1828], [3.9367, -1.3903, -1.6121], [1.2064, -1.6201, -4.3486], [0.2999, -2.6374, -4.6160], [0.0963, -3.0145, -5.9355], [0.7914, -2.3791, -6.9578], [1.6903, -1.3603, -6.6723], [1.8996, -0.9675, -5.3587], [2.0294, -3.9588, -2.7909], [3.9901, -5.2401, -1.9963], [5.9093, -4.0628, -0.9885], [5.8906, -1.6071, -0.7556], [3.9172, -0.3105, -1.5233], [-0.2296, -3.1254, -3.8073], [-0.5991, -3.8102, -6.1669], [0.6284, -2.6787, -7.9842], [2.2227, -0.8645, -7.4722], [2.5906, -0.1652, -5.1278]], "forces_ev_per_a": [[-0.053, -0.146, -0.084], [0.015, 0.427, 0.202], [0.047, -0.122, -0.002], [0.012, 0.006, 0.012], [0.000, 0.000, 0.009], [-0.002, -0.008, 0.000], [-0.008, 0.009, 0.012], [-0.030, -0.011, -0.019], [-0.002, -0.122, 0.010], [0.018, -0.008, 0.041], [0.000, 0.003, 0.005], [-0.001, -0.013, -0.001], [0.022, 0.003, 0.004], [-0.013, 0.017, 0.011], [-0.048, 0.021, -0.046], [0.000, 0.005, -0.002], [-0.003, 0.002, -0.005], [0.000, 0.002, 0.000], [-0.001, -0.002, 0.000], [-0.014, -0.007, 0.003], [-0.003, -0.002, -0.010], [-0.001, 0.002, -0.003], [0.000, 0.002, -0.001], [-0.001, -0.001, -0.001], [-0.006, 0.002, 0.001], [0.016, 0.033, -0.003], [-0.025, 0.035, 0.045], [0.007, 0.032, -0.002], [0.012, 0.013, -0.030], [-0.023, -0.013, 0.013], [0.010, 0.012, 0.005], [0.005, -0.006, -0.034], [0.020, 0.004, 0.002], [-0.016, 0.002, -0.010], [-0.004, -0.002, -0.008], [-0.008, -0.014, 0.000], [0.005, -0.015, -0.010], [0.002, -0.009, 0.006], [0.002, 0.001, 0.007], [-0.001, -0.003, 0.001], [0.000, 0.000, 0.002], [0.001, 0.001, 0.005], [-0.002, 0.002, 0.003], [0.000, 0.003, -0.002], [-0.004, -0.001, 0.004], [0.007, -0.001, -0.009], [-0.037, -0.011, 0.003], [0.006, -0.013, -0.011], [0.001, 0.000, -0.002], [0.001, 0.000, 0.000], [0.000, 0.000, -0.001], [0.000, 0.000, 0.000], [0.000, 0.001, 0.000], [-0.008, -0.001, 0.003], [0.000, 0.001, 0.003], [0.000, 0.000, 0.000], [0.119, 0.012, 0.027], [-0.099, 0.005, -0.052], [0.154, -0.011, 0.096], [0.027, -0.068, -0.039], [-0.076, 0.066, -0.108], [0.059, 0.074, 0.040], [-0.067, -0.055, -0.045], [-0.003, -0.106, -0.013], [0.021, 0.030, 0.033], [-0.007, -0.009, 0.008], [-0.032, -0.016, -0.025], [0.002, -0.021, 0.015], [-0.011, 0.004, -0.004], [0.001, -0.004, -0.002], [0.003, 0.010, -0.005], [0.018, 0.012, -0.008], [0.002, -0.030, -0.014], [-0.002, -0.009, 0.005], [0.000, 0.001, -0.006], [-0.002, 0.001, -0.001], [0.001, 0.000, -0.003], [0.002, -0.005, -0.011], [0.000, 0.000, -0.002], [-0.001, 0.015, -0.003], [0.003, -0.007, -0.002], [0.000, 0.003, -0.004], [-0.003, 0.002, 0.000], [-0.001, 0.003, 0.000], [-0.003, -0.003, 0.001], [-0.002, -0.001, 0.003], [0.000, 0.000, 0.000], [0.000, 0.000, 0.000], [-0.001, 0.002, 0.004], [-0.001, -0.004, 0.002], [0.002, -0.002, 0.000], [0.001, -0.001, 0.000], [-0.001, 0.000, 0.000], [0.001, 0.000, 0.000], [0.000, 0.001, -0.001]], "mulliken_charge": [1.117, 0.940, 0.444, -0.469, -0.645, -0.479, -0.772, -0.088, 0.639, -0.393, -0.605, -0.524, -0.653, -0.185, -0.288, 0.341, 0.415, 0.412, 0.418, 0.348, 0.395, 0.435, 0.424, 0.439, 0.384, -0.440, -0.420, -0.394, -0.787, 0.098, -0.937, -0.113, 1.496, -0.676, -0.646, -0.877, 0.330, 0.217, 0.466, 0.577, 0.522, 0.719, -1.457, 1.071, -0.916, -0.293, -0.080, -0.258, -0.897, 0.394, 0.396, 0.299, 0.449, 0.524, 0.457, 0.438, -0.076, -1.237, -0.449, 1.517, -1.513, 0.597, 0.427, -0.943, -0.776, 0.320, 0.221, 0.939, 0.070, 0.498, 0.571, 0.194, 0.205, 0.636, -0.333, -0.755, -0.458, -0.797, -0.499, 0.551, -0.350, -0.826, -0.543, -0.742, -0.293, 0.384, 0.436, 0.426, 0.464, 0.492, 0.503, 0.465, 0.437, 0.435, 0.488], "relative_energy_kcal_mol": 8.7, "energy_ev": -144022.193, "homo_lumo_gap_ev": 7.2, "lumo_energy_ha": -0.216, "e_homo_ha": -0.4799, "charge": 2}